1.
A molecular structure, C15H28InNO at a distorted geometry, computed with ωB97M-V/def2-TZVPD.

Geometry as XYZ:
```
46
Properties=species:S:1:pos:R:3:forces:R:3:lowdin_charge:R:1
In 1.27972 1.12900 0.74602 -0.7 0.2 1.8 1.049
O -0.54346 0.43306 2.02266 1.0 0.0 -1.3 -0.026
N 1.35237 -0.37203 3.09559 -2.0 -0.7 -1.4 0.118
C -0.01243 -0.01741 3.03504 1.1 -0.9 2.0 -0.530
C 0.63489 -1.25942 -1.38011 0.7 -0.4 0.3 -0.181
C 0.41368 -2.07207 -0.22869 0.7 0.1 -0.2 -0.162
C -0.95548 -1.96098 0.12424 -0.6 -0.2 0.0 -0.141
C 1.39366 -2.98261 0.40601 0.4 -0.1 0.1 0.008
C -3.02061 -0.74538 -0.80197 -0.1 0.4 0.0 0.027
C -0.83989 0.14022 -2.95831 -0.3 0.2 0.1 0.032
C -1.64988 -2.73919 1.16903 0.0 0.1 0.4 0.023
C 0.59292 4.71142 -1.92529 0.0 -0.2 0.0 -0.097
C -0.60733 -0.66640 -1.74029 -0.5 0.4 -0.3 -0.122
C -1.58017 -1.07800 -0.79119 -0.5 -0.1 -0.1 -0.114
C 1.27141 2.45313 -0.82076 0.5 -0.9 -1.1 -0.310
C 0.16554 3.52487 -1.00250 0.0 0.9 0.4 -0.307
C 1.88621 -1.16425 -2.16491 0.3 -0.1 0.0 0.011
C -0.79871 -0.18289 4.30515 0.6 0.5 -0.1 0.045
H 0.91647 4.35286 -2.91418 0.0 0.1 0.3 0.077
H 2.44690 1.60180 1.90027 0.3 -0.3 0.0 -0.018
H -3.22882 0.09266 -1.47463 0.0 -0.2 0.2 0.093
H 1.51233 1.66835 -1.61535 -0.1 2.0 0.2 0.025
H -2.12835 -3.62741 0.72416 0.1 0.2 0.1 0.134
H 1.67553 -1.08479 2.43195 -0.1 0.7 0.1 0.085
H 2.23909 2.74370 -0.26255 -1.1 0.7 -1.8 0.052
H -1.83935 0.58724 -2.95230 0.3 -0.1 -0.1 0.095
H -1.60160 -0.89466 4.05380 0.2 0.3 0.4 0.109
H -3.62061 -1.60354 -1.14270 0.2 0.1 0.1 0.130
H -0.11730 -0.57752 5.08259 -0.8 0.2 -0.2 0.105
H -3.37422 -0.47659 0.20243 0.1 -0.1 -0.2 0.110
H 2.42032 -2.76417 0.08574 -0.3 -0.1 0.1 0.095
H 1.41480 5.28803 -1.45962 -0.4 -0.3 -0.3 0.086
H 1.36325 -2.93764 1.50632 -0.1 -0.2 -0.3 0.086
H -0.10017 0.94343 -3.07421 -0.1 -0.2 0.0 0.099
H 1.17856 -4.02723 0.12143 0.1 0.3 0.2 0.132
H 1.76464 -1.72555 -3.10505 0.1 0.2 0.1 0.131
H -0.83881 3.15624 -1.33839 1.1 -0.2 0.3 0.110
H -0.00520 3.98282 0.00312 0.0 -0.4 -0.6 0.107
H -0.96455 -3.09666 1.94590 -0.1 0.0 -0.2 0.097
H -0.76980 -0.50546 -3.84860 0.1 0.1 0.2 0.132
H -1.22096 0.80980 4.56871 0.1 -0.8 0.1 0.124
H -2.43962 -2.14624 1.64761 0.1 -0.2 -0.2 0.102
H -0.25252 5.40472 -2.10470 0.4 -0.4 0.3 0.088
H 2.13949 -0.12961 -2.43347 -0.1 -0.3 -0.1 0.090
H 1.71093 -0.59031 3.98915 0.2 -0.2 1.2 0.106
H 2.73717 -1.59532 -1.62714 -0.2 0.1 -0.2 0.094
```
Forces are in eV/Å.

## Properties
DFT total energy (eV): -24701.1674
Total charge: +2
Gap between HOMO and LUMO (spin up / spin down) (eV): 5.862 / 5.952
Molecular weight (g/mol): 353.21
F_max (eV Å⁻¹): 2.53
HOMO (spin up / spin down) (eV): -15.337 / -15.387

***

2.
C15H28N2O3 in the gas phase, computed with ωB97M-V/def2-TZVPD.

Geometry as XYZ:
```
48
Properties=species:S:1:pos:R:3:forces:R:3:lowdin_charge:R:1
O -0.57831 -3.07098 0.43848 0.2 0.1 0.2 -0.198
O -0.16947 0.58322 1.96870 -0.1 -0.1 0.4 0.060
O 3.24169 -0.96116 -0.60951 0.3 -0.1 -0.3 0.059
N 0.83303 1.25083 0.07124 0.4 0.1 -0.2 0.133
N 1.75011 -1.35475 1.03579 -0.3 -0.3 0.3 0.089
C -4.39663 0.57831 -0.25442 0.0 0.3 -0.2 -0.207
C 2.18133 0.94132 0.51634 0.2 0.2 0.1 -0.197
C -4.01231 1.83701 0.51672 0.0 -0.2 0.2 -0.200
C -1.97216 0.07154 -0.63478 -0.1 0.2 -0.3 -0.158
C 3.26506 1.87670 -1.60290 0.0 0.0 0.2 -0.063
C 2.46618 -0.54901 0.23056 -0.1 0.4 0.4 -0.431
C -2.65328 1.66148 1.18461 0.0 0.2 -0.2 -0.158
C 4.57956 1.65364 0.51861 -0.2 0.1 0.0 -0.063
C 3.20025 1.92740 -0.07691 0.0 -0.3 0.0 -0.364
C 0.70197 -3.27598 -0.11422 0.3 0.0 0.1 -0.216
C 1.76425 -2.78782 0.87275 -0.2 -0.2 -0.4 -0.138
C -0.25461 1.02946 0.83731 -0.2 0.4 -0.4 -0.454
C -3.33330 0.25368 -1.29844 0.0 -0.2 0.2 -0.196
C -1.60660 -3.59892 -0.35641 0.0 0.0 -0.1 -0.125
C -1.57633 1.32869 0.15306 -0.1 -0.3 0.4 -0.239
H 1.03759 -0.95205 1.63510 0.1 0.1 0.0 0.114
H 3.50437 0.86943 -1.92928 0.0 0.0 -0.1 0.073
H 0.80070 -2.72962 -1.06472 0.0 -0.1 0.1 0.129
H 2.74873 -3.06775 0.48936 -0.1 -0.1 0.1 0.123
H -2.37540 2.57211 1.71938 0.0 0.0 0.1 0.122
H 2.17351 1.05846 1.60779 0.0 0.0 -0.2 0.156
H 4.92708 0.67203 0.20983 0.1 -0.1 0.0 0.078
H -2.69523 0.85021 1.91308 0.0 0.0 0.0 0.123
H 4.04148 2.55080 -1.95681 0.0 0.1 -0.1 0.080
H -2.54094 -3.39889 0.16423 -0.1 0.0 -0.1 0.089
H 2.87960 2.93243 0.22735 0.0 -0.1 0.0 0.139
H 4.54504 1.68740 1.60534 0.1 0.0 0.1 0.081
H 1.59213 -3.25223 1.84481 0.1 0.0 0.0 0.128
H 0.85904 -4.34702 -0.31560 0.0 0.1 0.0 0.125
H 0.72311 1.52201 -0.89240 -0.1 0.0 0.1 0.135
H -1.48912 -4.68199 -0.48921 0.0 0.0 0.0 0.089
H -5.36480 0.71794 -0.73993 0.0 -0.1 0.0 0.108
H -3.60337 -0.65734 -1.83699 0.0 0.0 -0.1 0.107
H -3.97441 2.68600 -0.17092 -0.1 0.1 0.0 0.113
H 2.32629 2.18634 -2.05941 -0.1 0.1 -0.1 0.067
H -1.21377 -0.14711 -1.39180 0.0 -0.1 0.0 0.118
H -3.27877 1.06834 -2.02535 0.0 0.0 -0.1 0.115
H -4.48651 -0.25834 0.44162 -0.1 -0.1 0.0 0.115
H -2.00746 -0.77203 0.05685 0.1 -0.1 0.0 0.113
H -1.45421 2.16925 -0.53929 0.0 0.0 0.0 0.151
H -1.63011 -3.12670 -1.34690 0.0 0.0 0.0 0.087
H -4.76729 2.05531 1.27420 0.0 0.1 0.0 0.109
H 5.29231 2.39833 0.17306 0.1 0.1 0.0 0.078
```
Forces are in eV/Å.

## Properties
DFT total energy (eV): -25133.6048
ΔE to the lowest compared entry with this formula, charge and spin (eV): 0.007
Gap between HOMO and LUMO (eV): 9.989
Molecular weight (g/mol): 284.40
F_max (eV Å⁻¹): 0.62
HOMO (eV): -9.240

***

3.
A gas-phase ion, C15H28N3O4P2S2 (charge -1) at a distorted geometry, computed with ωB97M-V/def2-TZVPD.

Geometry as XYZ:
```
54
Properties=species:S:1:pos:R:3:forces:R:3:lowdin_charge:R:1
S 0.29066 -3.69905 2.10749 0.2 0.0 0.2 0.191
S 2.69584 2.69500 3.86962 -0.2 0.3 0.1 0.958
P 2.33494 -1.41538 0.09448 0.7 -0.5 -0.5 0.649
P -0.64912 -2.55475 0.85067 -0.1 -0.5 -0.3 0.447
O 1.36833 -3.61105 -2.23195 0.8 -0.1 -0.7 0.024
O 1.30089 0.35044 3.84478 -0.1 0.2 -0.1 0.031
O 3.24443 -2.56052 -0.01877 -0.2 0.0 0.0 -0.377
O -0.31191 -4.55992 -1.06475 -0.3 -0.5 0.3 -0.083
N 3.47417 0.14125 3.61058 0.3 0.0 0.0 0.063
N 2.90552 -1.11800 3.56514 0.6 -0.1 0.1 0.062
N 1.00908 -1.20537 -0.94952 -0.9 0.4 0.8 -0.213
C 0.96227 3.10532 1.71531 0.1 0.1 0.1 -0.268
C -1.24978 -1.97240 -1.84363 -0.1 -0.1 0.4 -0.132
C -0.06192 -2.25735 -0.87922 0.6 0.3 -0.4 -0.508
C 2.43188 3.08256 2.11177 -0.2 0.0 0.1 -0.472
C 0.49954 0.17013 -0.70504 0.3 -0.2 -0.2 -0.281
C 0.37458 1.04391 -1.95181 0.2 0.4 0.1 -0.162
C 0.76127 3.31808 0.21202 -0.4 0.2 0.3 -0.205
C -0.58025 2.75894 -0.29227 -0.1 0.4 0.0 -0.219
C 0.44661 -3.64959 -1.44661 -0.5 0.2 0.5 -0.782
C -2.53299 -1.24554 -1.36112 -0.3 0.2 -0.8 -0.396
C -3.01093 -0.25651 -2.45263 0.4 0.1 0.1 -0.083
C 1.64972 -0.94428 3.69503 -0.4 -0.3 0.4 -0.259
C -3.68608 -2.24341 -1.07658 0.2 0.3 0.7 -0.085
C -0.53591 2.27024 -1.73565 0.1 0.0 0.0 -0.194
C 2.51081 0.97419 3.77107 0.1 0.0 0.0 -0.726
H 0.05995 0.46359 -2.81435 -0.1 -0.1 0.0 0.094
H 1.22149 0.68923 -0.06548 -0.1 0.0 0.2 0.061
H -3.69247 -0.74038 -3.15014 -0.1 0.0 0.0 0.072
H 2.98558 -0.19008 -0.15688 -0.1 0.1 0.0 0.026
H 1.37225 1.41630 -2.19781 0.1 -0.2 -0.1 0.108
H -0.41651 0.15078 -0.11683 -0.1 -0.1 -0.2 0.069
H 0.90703 -1.72531 3.67718 -0.2 0.0 0.0 0.047
H -1.54453 2.05944 -2.08520 -0.1 -0.1 0.1 0.082
H -4.58592 -1.97040 -1.62408 0.0 -0.1 -0.1 0.062
H 2.87193 4.07137 1.97814 0.1 0.0 -0.1 0.076
H -0.95629 1.98737 0.37932 0.1 -0.1 0.0 0.094
H -0.73450 -1.23401 1.34782 -0.2 0.0 0.0 -0.024
H -1.99327 -2.90366 0.71912 -0.1 0.1 -0.1 -0.022
H 1.61406 2.91800 -0.33861 0.0 -0.1 -0.1 0.106
H -0.84104 -1.50801 -2.73811 0.2 0.2 0.1 0.111
H -1.55933 -2.96958 -2.14595 -0.1 0.0 -0.1 0.106
H -2.36986 -0.64644 -0.46453 0.2 -0.1 0.1 0.098
H -3.96055 -2.22431 -0.01928 0.0 0.0 0.0 0.061
H -3.39277 -3.26733 -1.29542 -0.1 -0.1 -0.2 0.079
H -1.30465 3.57541 -0.22537 -0.1 -0.1 0.0 0.111
H -2.17233 0.12017 -3.03586 0.1 0.0 0.0 0.050
H -0.17561 3.10334 -2.34688 0.0 -0.1 -0.1 0.110
H 0.49065 3.91196 2.28127 -0.2 0.0 0.0 0.111
H 0.47049 2.18709 2.04123 0.1 -0.1 -0.1 0.095
H 1.83145 -1.25302 1.40424 -0.1 0.2 -0.4 -0.024
H -3.49423 0.61974 -2.01659 -0.3 -0.1 0.0 0.073
H 3.00355 2.34805 1.54556 0.1 0.1 -0.1 0.077
H 0.72378 4.39377 0.02509 0.4 0.0 -0.1 0.112
```
Forces are in eV/Å.

## Properties
DFT total energy (eV): -68918.5462
ΔE to the lowest compared entry with this formula, charge and spin (eV): 0.000
Total charge: -1
Gap between HOMO and LUMO (eV): 7.174
Molecular weight (g/mol): 440.49
F_max (eV Å⁻¹): 1.28
HOMO (eV): -5.050

***

4.
A molecular structure, C15H28N3O6Os, computed with ωB97M-V/def2-TZVPD.

Geometry as XYZ:
```
53
Properties=species:S:1:pos:R:3:forces:R:3:lowdin_charge:R:1
Os 0.05068 -0.99358 -0.09864 0.0 0.0 -0.2 1.747
O -0.72318 0.75733 0.69985 0.0 -0.1 0.0 -0.153
O 0.56546 -1.08648 -1.99338 -0.1 0.0 0.1 -0.145
O -2.75862 -0.36583 1.91847 0.0 0.0 0.0 0.173
O -2.81144 -2.22853 0.26862 0.0 -0.2 -0.3 0.245
O 0.72202 -1.23070 1.78975 -0.1 0.0 -0.1 -0.131
O 2.04124 -0.19481 -0.12584 -0.1 -0.1 0.0 -0.269
N 2.40526 -1.24325 3.28709 0.0 0.0 -0.1 -0.079
N 1.96153 -0.62751 -3.69959 0.0 0.0 0.1 -0.070
N -1.69055 -1.44972 0.04267 0.0 0.1 0.6 -0.094
C 1.53165 -1.74074 4.36723 0.0 0.0 0.0 0.053
C -2.08198 1.45409 0.34671 0.0 -0.1 -0.1 -0.386
C -5.30300 1.08425 -0.60010 0.0 0.0 0.0 -0.042
C 2.88413 -0.50752 1.00628 0.1 0.1 0.0 -0.021
C 1.69340 -0.59939 -2.44128 0.1 0.0 -0.1 -0.315
C 1.95832 -1.01293 2.09539 0.1 -0.1 0.2 -0.331
C -4.66326 0.90383 0.77889 0.0 0.0 0.0 -0.116
C 3.23484 -0.14161 -4.26137 0.0 0.0 0.0 0.050
C 2.67244 -0.05786 -1.41729 0.0 0.1 0.0 -0.022
C -3.22148 0.48600 0.73215 -0.1 0.0 0.0 -0.177
C -2.77520 -0.87697 0.68682 0.2 0.2 0.0 -0.468
C 1.01760 -1.19373 -4.68681 0.0 0.0 0.0 0.059
C -2.07513 2.68717 1.21834 0.0 0.0 0.0 0.035
C 3.80593 -0.99609 3.67511 0.0 0.0 0.0 0.041
C -2.00958 1.72944 -1.13350 0.0 0.0 0.0 0.021
H 4.48186 -1.10454 2.83086 0.0 0.0 0.0 0.101
H 3.41397 0.39353 1.31764 0.0 0.0 0.0 0.168
H -5.13519 0.21743 -1.24089 0.0 0.0 0.0 0.093
H 1.59578 -1.77567 -5.40079 0.0 0.0 0.0 0.122
H 4.08020 -1.73684 4.42169 0.0 0.0 0.0 0.120
H 0.52393 -0.37407 -5.20724 0.0 0.0 0.0 0.126
H -2.10777 2.43366 2.28024 0.0 0.0 0.0 0.119
H 3.86275 -0.99634 -4.51124 0.0 0.0 0.0 0.130
H 3.75467 0.51725 -3.57220 0.0 0.0 0.0 0.099
H -5.18629 0.11965 1.32876 0.0 0.0 0.0 0.147
H -2.96054 3.28321 0.99534 0.0 0.0 0.0 0.122
H -2.87807 2.31444 -1.43083 0.0 0.0 0.0 0.105
H 3.89894 -0.00211 4.11185 0.0 0.0 0.0 0.126
H 1.88629 -2.72409 4.67115 0.0 0.0 0.0 0.124
H -1.12406 2.32454 -1.35640 0.0 0.0 0.0 0.111
H -6.37810 1.19400 -0.47376 0.0 0.0 0.0 0.101
H 2.88459 0.99897 -1.58962 0.0 0.0 0.0 0.167
H -4.95423 1.97828 -1.11455 0.0 0.0 0.0 0.074
H -2.01344 0.81562 -1.72927 0.0 0.0 0.0 0.095
H -4.75120 1.81324 1.37519 0.0 0.0 0.0 0.135
H -0.74636 0.64152 1.66929 0.0 0.1 0.0 0.119
H 0.50479 -1.80580 4.02874 0.0 0.0 0.0 0.098
H 0.28818 -1.82729 -4.19638 0.0 0.0 0.0 0.102
H 3.60286 -1.28424 0.72993 0.0 0.0 0.0 0.164
H 3.00999 0.41193 -5.17038 0.0 0.0 0.0 0.125
H -1.19880 3.29792 1.00817 0.0 0.0 0.0 0.115
H 1.60795 -1.05534 5.20966 0.0 0.0 0.0 0.123
H 3.60619 -0.62374 -1.44052 0.0 0.0 0.0 0.164
```
Forces are in eV/Å.

## Properties
DFT total energy (eV): -35199.0476
Total charge: +3
Gap between HOMO and LUMO (eV): 8.032
Molecular weight (g/mol): 536.63
F_max (eV Å⁻¹): 0.58
HOMO (eV): -19.311

***

5.
A molecular structure, C15H29BrI2N4O6STb at a distorted geometry, computed with ωB97M-V/def2-TZVPD.

Geometry as XYZ:
```
59
Properties=species:S:1:pos:R:3:forces:R:3:lowdin_spin:R:1
Tb 0.71930 -0.39407 0.00190 -5.5 -0.9 0.0 6.115
I 2.58995 -2.76067 -0.05848 -0.9 -5.1 0.1 -0.017
I 0.75533 -4.94678 -0.11471 0.0 -0.1 0.0 0.001
Br 4.45472 5.35664 -0.50674 0.0 -0.1 0.0 0.000
S 3.34789 -0.09596 -0.09038 3.2 2.3 -0.2 -0.003
O 2.44097 -0.11398 1.10792 1.7 0.5 1.1 -0.010
O 2.39637 -0.17308 -1.25294 1.1 0.5 -0.8 -0.008
O 4.11445 -1.37030 -0.05751 1.1 1.2 -0.1 -0.003
O 0.20971 -1.69504 2.30869 0.0 0.3 0.0 -0.010
O -0.62024 0.89686 1.91984 0.1 -0.1 -0.1 -0.009
O 4.17319 1.05622 -0.13431 0.1 -0.1 0.0 -0.001
N -1.23158 -2.07132 -0.47365 -0.2 0.0 0.2 -0.011
N -2.10450 0.70312 -0.89171 -0.2 -0.1 -0.1 -0.005
N -0.11700 -0.61277 -2.56414 0.3 0.2 0.0 -0.011
N 1.12470 2.12569 -0.11412 0.2 0.2 -0.2 -0.014
C -0.03152 -2.97287 2.91086 0.0 -0.1 0.0 -0.001
C -1.85762 1.15895 -2.24853 0.1 -0.1 0.0 0.000
C 0.51051 -0.69074 3.28415 -0.2 0.3 0.0 -0.001
C 1.70691 2.67310 0.96253 -0.2 0.2 0.1 -0.001
C -2.52874 -1.58401 0.05051 0.0 0.2 0.0 0.000
C -0.23944 -2.07326 -2.74428 -0.2 -0.1 0.2 0.000
C 3.11880 4.05546 -0.35182 -0.1 0.0 0.0 0.000
C 2.69446 3.63244 0.89863 0.0 0.1 -0.1 0.000
C -3.07697 -0.37533 -0.70820 0.1 0.0 0.0 0.000
C -0.57648 0.35558 3.24054 0.0 -0.3 0.1 0.000
C -1.34542 -2.61990 -1.84825 0.2 0.2 -0.2 0.000
C -1.55902 1.97419 1.83349 0.0 0.2 0.0 0.000
C 2.53515 3.50650 -1.48390 0.0 0.1 0.0 0.000
C -1.23752 0.12081 -3.19399 -0.2 0.1 0.3 0.000
C 1.55348 2.55591 -1.30942 -0.2 0.2 0.0 -0.001
H -1.54664 -0.08961 3.48828 0.0 0.0 0.0 0.000
H -1.23565 0.49147 -0.42605 -0.7 0.4 -0.1 -0.006
H -0.48135 -3.62396 2.16846 0.0 0.0 0.0 0.000
H -3.28428 -2.37480 0.02358 0.0 0.0 0.1 0.000
H 1.47117 -0.24239 3.04097 0.1 0.0 0.1 0.000
H 0.57455 -1.11974 4.28339 0.0 0.0 0.0 0.000
H 2.84304 3.80572 -2.47497 0.0 0.0 0.0 0.000
H 0.90695 -3.41891 3.24374 0.0 0.0 0.0 0.000
H -2.00349 -0.59747 -3.48677 0.0 0.0 0.0 0.000
H -1.21509 2.03981 -2.18419 0.0 0.0 0.0 0.000
H -0.36535 1.14905 3.96382 0.0 0.0 0.0 0.000
H -0.46426 -2.32846 -3.78424 0.1 0.0 0.0 0.000
H -2.32224 -2.36427 -2.25805 0.0 0.0 0.0 0.000
H -2.37215 -1.30901 1.09744 0.0 0.0 0.0 0.000
H -3.92871 0.00814 -0.13948 -0.1 -0.1 0.0 0.000
H 1.07610 2.11509 -2.17625 0.1 0.0 0.0 0.000
H -2.58097 1.59734 1.91001 0.0 0.0 0.0 0.000
H -3.47110 -0.68263 -1.67954 0.0 0.0 0.0 0.000
H -0.70725 -2.86656 3.76154 0.0 0.0 0.0 0.000
H -1.42864 2.45607 0.87190 0.0 0.0 0.0 0.000
H -1.37666 2.69597 2.63271 0.0 -0.1 0.0 0.000
H 3.13316 4.03150 1.80122 0.0 0.0 0.0 0.000
H -0.91384 0.62399 -4.10708 0.0 -0.1 0.0 0.000
H -2.80852 1.48804 -2.67148 0.0 0.1 0.0 0.000
H 0.71317 -2.53749 -2.48228 0.0 0.0 0.0 0.000
H -0.97060 -2.86259 0.11600 0.1 0.0 0.0 0.000
H 0.75090 -0.32761 -3.00487 0.0 0.0 -0.1 0.000
H 1.36164 2.32758 1.92756 0.0 -0.1 0.0 0.000
H -1.27372 -3.70565 -1.82735 0.0 0.0 0.0 0.000
```
Forces are in eV/Å.

## Properties
Multiplicity: 7
DFT total energy (eV): -153781.2913
ΔE to the lowest compared entry with this formula, charge and spin (eV): 0.605
Total charge: +1
Gap between HOMO and LUMO (spin up / spin down) (eV): 8.580 / 8.629
Expectation value of S²: 12.6803
Molecular weight (g/mol): 886.12
F_max (eV Å⁻¹): 5.60
HOMO (spin up / spin down) (eV): -11.317 / -11.318

***

- Which of these has the lowest molecular weight?
  C15H28N2O3